ORCA calculation (ωB97M-V/def2-TZVPD) on a molecular structure, C32H39As2BrMoN2O15PS4.

Last column: Löwdin charge in e.
Element x y z (Å)
Mo (-0.89826, -0.95869, 1.59703)  1.020
C (-2.68492, -4.85622, 0.91390)  -0.050
O (-1.67485, -3.92301, 0.52840)  -0.266
C (-0.44002, -4.41207, 0.24655)  -0.294
C (-0.08487, -5.74252, 0.32552)  -0.046
C (1.22487, -6.09593, 0.03934)  -0.652
Br (1.74189, -7.90339, 0.18770)  0.826
C (2.15453, -5.15548, -0.33944)  -0.053
C (1.81320, -3.79840, -0.43135)  -0.049
C (0.50212, -3.43880, -0.12146)  -0.173
O (-0.02781, -2.13185, -0.19225)  -0.176
C (2.91306, -2.94523, -0.91460)  -0.259
N (3.79883, -3.46095, -1.72338)  0.180
C (4.76775, -2.51231, -1.90516)  -0.214
C (5.95285, -2.58291, -2.64001)  0.007
C (6.80659, -1.50308, -2.57951)  -0.069
C (6.49358, -0.37239, -1.81432)  -0.072
C (5.31342, -0.27685, -1.09855)  -0.051
C (4.44815, -1.36273, -1.15577)  -0.177
N (3.22788, -1.64993, -0.56391)  0.175
H (-2.88674, -5.56527, 0.11028)  0.113
H (-3.57858, -4.26469, 1.09933)  0.089
H (-2.40587, -5.39142, 1.82328)  0.105
H (-0.80169, -6.50193, 0.59997)  0.112
H (3.16493, -5.43908, -0.58861)  0.116
H (0.51525, -1.56590, -0.78166)  0.085
H (6.19293, -3.46835, -3.21180)  0.120
H (7.74460, -1.52444, -3.11717)  0.111
H (7.19547, 0.44958, -1.76424)  0.114
H (5.10093, 0.61092, -0.52541)  0.095
H (2.80756, -1.12508, 0.18185)  0.122
C (-6.21195, 0.85736, 3.23174)  -0.069
C (-6.39170, -0.38656, 2.39271)  -0.180
O (-5.16388, -0.84287, 1.70640)  -0.293
P (-3.86900, -0.04609, 1.40127)  0.021
S (-2.66777, 0.23028, 2.99339)  0.525
S (-2.75922, -1.29924, 0.19248)  0.589
O (-4.12277, 1.32514, 0.70804)  -0.313
C (-4.70542, 1.59798, -0.61734)  -0.193
C (-5.71702, 0.57445, -1.07960)  -0.052
H (-7.17950, 1.12808, 3.65212)  0.102
H (-5.86007, 1.70033, 2.63641)  0.077
H (-5.52150, 0.68326, 4.05748)  0.075
H (-7.13780, -0.24648, 1.61377)  0.117
H (-6.67667, -1.24040, 3.00142)  0.132
H (-3.86904, 1.66699, -1.31117)  0.102
H (-5.13759, 2.58711, -0.49455)  0.133
H (-5.27813, -0.42318, -1.12762)  0.064
H (-6.05457, 0.84472, -2.07908)  0.103
H (-6.59224, 0.55361, -0.43228)  0.078
C (3.65620, 1.40532, 2.88616)  0.019
O (2.52797, 1.47058, 1.98650)  -0.149
C (2.63698, 2.27821, 0.90994)  -0.506
O (3.63036, 2.87616, 0.61568)  0.179
C (1.34581, 2.29903, 0.17207)  -0.186
C (1.22593, 2.90900, -1.00285)  -0.220
As (-0.41245, 3.42275, -2.06656)  1.445
C (0.11633, 2.66549, -3.79968)  -0.247
C (-1.26081, 1.88943, -1.16950)  -0.314
C (-1.38307, 2.18476, 0.14214)  -0.312
As (-0.04434, 1.38476, 1.31462)  1.309
C (-0.04363, 2.42329, 2.95362)  -0.207
C (-1.80014, 3.62118, 0.42878)  -0.608
O (-2.88536, 4.03089, 0.12631)  0.133
O (-0.81989, 4.32044, 0.98794)  -0.100
C (-1.01920, 5.74259, 1.19019)  0.029
C (-0.82797, 0.58046, -1.72040)  -0.615
O (0.26089, 0.08944, -1.45821)  0.026
O (-1.67114, 0.08428, -2.59126)  -0.030
C (-1.33156, -1.15542, -3.24878)  0.015
C (2.29718, 3.84861, -1.54062)  -0.578
O (2.07162, 5.01361, -1.34404)  0.138
O (3.30300, 3.41630, -2.26043)  0.029
C (3.48003, 2.02836, -2.57409)  -0.003
H (3.36094, 0.74265, 3.69361)  0.092
H (3.88476, 2.40004, 3.26420)  0.112
H (4.53206, 1.00949, 2.37731)  0.105
H (0.88132, 3.32171, -4.21688)  0.047
H (-0.74175, 2.69597, -4.47013)  0.043
H (0.50460, 1.64954, -3.74555)  0.029
H (0.58919, 3.29916, 2.85874)  0.063
H (0.31664, 1.78590, 3.75343)  0.034
H (-1.06306, 2.72845, 3.18305)  0.041
H (-1.17624, 5.92433, 2.25116)  0.105
H (-1.87860, 6.08020, 0.61874)  0.099
H (-0.11293, 6.23404, 0.84758)  0.106
H (-1.36053, -1.97600, -2.53301)  0.083
H (-0.34494, -1.09408, -3.70345)  0.110
H (-2.09017, -1.30111, -4.00980)  0.111
H (4.43709, 1.70086, -2.17712)  0.073
H (3.49547, 1.93563, -3.65830)  0.110
H (2.68152, 1.41508, -2.15323)  0.082
O (-0.08605, -0.39279, 3.62768)  -0.593
S (0.87780, -1.51026, 3.38456)  0.174
O (1.93827, -1.69068, 4.29310)  -0.211
O (1.26896, -1.20854, 1.95087)  -0.512
S (-0.44805, -2.97518, 2.99573)  0.642

Forces on the atoms, in the same order (eV/Å):
Mo 0.32 -1.62 1.08
C -0.15 -0.01 0.00
O -0.12 -0.07 0.02
C 0.33 0.13 -0.23
C -0.15 -0.02 0.07
C 0.16 -0.16 -0.02
Br -0.07 0.13 -0.03
C -0.12 0.02 0.04
C -0.35 0.14 0.23
C -0.07 -0.52 0.09
O 0.12 0.12 0.35
C 0.50 -0.01 -0.40
N -0.43 -0.34 -0.04
C 0.07 0.56 0.26
C -0.01 0.02 0.04
C 0.03 -0.07 -0.07
C -0.14 0.12 0.16
C 0.11 -0.01 0.04
C 0.20 -0.34 -0.34
N -0.26 0.07 0.14
H 0.04 0.00 0.01
H 0.01 0.00 0.01
H 0.04 0.01 -0.02
H 0.02 0.02 0.03
H 0.00 -0.01 0.01
H -0.19 0.23 -0.02
H -0.02 -0.01 0.00
H -0.01 -0.03 -0.01
H 0.02 -0.01 -0.05
H -0.04 0.08 0.24
H -0.03 -0.01 0.20
C 0.20 -0.11 -0.10
C -0.27 0.06 0.24
O 0.28 0.19 -0.14
P -0.30 0.20 -0.32
S 0.50 -0.54 -0.85
S 0.14 0.30 0.41
O -0.06 -0.47 0.40
C -0.21 0.10 -0.31
C 0.09 0.04 0.29
H -0.01 -0.01 0.02
H -0.05 0.05 0.02
H -0.03 0.02 0.03
H 0.09 -0.03 -0.06
H 0.01 -0.01 -0.05
H 0.07 0.00 0.11
H 0.04 -0.02 -0.03
H -0.09 -0.05 -0.09
H 0.04 0.03 -0.02
H -0.02 -0.04 -0.01
C 0.19 0.08 0.05
O -0.16 -0.06 -0.10
C 0.28 -0.09 0.18
O 0.04 -0.01 -0.08
C 0.31 -0.69 0.43
C -0.27 0.33 -0.05
As -0.04 -0.01 -0.24
C 0.03 -0.04 0.07
C 0.01 -0.11 0.35
C 0.04 0.19 -0.57
As 0.12 2.17 -0.88
C -0.12 -0.15 0.34
C -0.02 0.02 0.18
O -0.08 -0.09 0.04
O 0.00 -0.10 0.03
C -0.09 0.16 -0.05
C 0.39 -0.05 0.03
O -0.14 -0.32 0.11
O -0.31 0.22 0.01
C 0.11 -0.20 -0.10
C -0.06 0.12 0.32
O 0.15 -0.13 -0.08
O 0.04 0.06 -0.21
C 0.06 -0.07 0.01
H -0.04 0.00 -0.02
H -0.04 -0.01 -0.02
H -0.04 -0.01 -0.10
H 0.02 0.00 0.05
H -0.05 0.03 0.08
H 0.03 0.02 0.05
H 0.03 -0.04 -0.26
H 0.05 0.03 -0.03
H 0.00 -0.01 -0.11
H -0.01 -0.05 -0.01
H 0.01 0.00 0.02
H 0.02 -0.07 0.01
H 0.01 0.03 0.03
H 0.00 0.06 0.03
H -0.01 0.06 0.02
H -0.13 0.18 -0.06
H -0.05 0.01 0.02
H 0.00 -0.02 -0.02
O -0.68 0.38 -0.25
S 0.93 -0.71 0.15
O -0.13 0.02 0.07
O -0.35 0.24 -0.42
S -0.29 0.52 -0.27

Summary:
- Strongest force on any atom: 2.344 eV/A
- HOMO level (alpha / beta): -12.5 / -12.5 eV
- LUMO energy (alpha / beta): -8.87 / -8.35 eV
- HOMO-LUMO gap (alpha / beta): 3.62 / 4.14 eV
- Multiplicity: 2
- Charge: +2